Arrangement i

10
Properties=species:S:1:pos:R:3:mulliken_charge:R:1 method="wB97M-V/def2-TZVPD" charge=0 e_lumo_ev="0.71 / 0.73" gap_ev="8.36 / 8.99"
C 2.1250 -1.3275 -0.0154 -0.35
C -1.6742 1.1425 0.0092 -0.53
N 0.1213 -0.2830 0.3988 -0.42
O 1.0170 -0.8030 -0.3965 0.06
O -0.8689 0.1085 -0.4712 -0.10
H 2.2473 -1.3932 1.0242 0.33
H 2.7112 -1.8209 -0.8822 0.26
H -1.8484 1.2357 1.1240 0.25
H -2.6152 1.1037 -0.6557 0.21
H -1.2151 2.0372 -0.1352 0.30

Arrangement ii

10
Properties=species:S:1:pos:R:3:mulliken_charge:R:1 method="wB97M-V/def2-TZVPD" charge=0 e_lumo_ev="-0.64 / 0.00" gap_ev="7.49 / 9.30"
C 0.5277 2.1500 -0.1580 -0.33
C -0.6273 -1.1738 -0.0130 0.02
N -0.0352 -0.2257 0.8776 -0.40
O -0.1168 0.9850 0.0267 -0.10
O 0.2800 -2.2265 -0.2506 -0.54
H 0.2457 2.7650 -1.0149 0.28
H 1.2439 2.3791 0.5400 0.33
H -0.9734 -0.6611 -1.0017 0.22
H -1.5123 -1.6888 0.4536 0.19
H 0.9678 -2.3032 0.5403 0.34

The computed energies, referenced to the most stable structure and given in kJ/mol, are arrangement i 41.5; arrangement ii 0.0.